C18H26F3N2O3 | ωB97M-V with the def2-TZVPD basis set

Geometry as XYZ:
```
52
C18H26F3N2O3, DFT ωB97M-V with the def2-TZVPD basis set
C 6.70 -0.83 -1.83
C 5.93 0.59 -2.29
C 6.59 2.05 -1.98
C 5.73 3.38 -2.43
C 4.25 3.25 -3.19
C 3.58 1.79 -3.57
C 2.11 1.60 -4.33
C 1.43 0.25 -3.64
C 1.52 -1.33 -4.07
N 0.78 -2.25 -3.13
C 0.20 -1.25 -2.12
N 0.54 0.21 -2.41
C 0.02 1.32 -1.54
F 1.09 1.96 -0.73
F -0.69 2.31 -2.43
F -1.07 0.73 -0.68
C 4.47 0.45 -3.09
H 7.12 -0.70 -0.72
H 7.54 -1.13 -2.58
H 5.82 -1.64 -1.78
H 7.64 2.07 -1.43
H 6.21 4.43 -2.20
H 3.67 4.25 -3.46
H 1.45 2.55 -4.04
H 2.24 1.50 -5.50
H 2.17 -1.60 -5.02
H 0.71 -3.30 -3.17
H -0.44 -1.69 -1.25
H 4.12 -0.66 -3.29
C -3.77 -0.54 0.15
O -3.66 -0.90 1.52
C -2.37 -0.56 2.05
C -2.38 -0.70 3.58
O -2.93 0.45 4.23
C -4.36 0.56 4.18
C -5.05 -0.40 5.15
O -5.17 -1.70 4.56
C -5.53 -2.68 5.52
H -3.01 -1.05 -0.45
H -4.76 -0.85 -0.21
H -3.69 0.54 0.03
H -2.11 0.46 1.77
H -1.64 -1.26 1.63
H -1.34 -0.75 3.92
H -2.88 -1.61 3.91
H -4.73 0.46 3.16
H -4.58 1.58 4.51
H -6.07 -0.04 5.36
H -4.49 -0.46 6.08
H -4.75 -2.78 6.27
H -5.64 -3.64 5.00
H -6.49 -2.43 5.99
```

**Total charge**: +1
**Multiplicity**: 1



C18H26F5O15 | ωB97M-V with the def2-TZVPD basis set

Geometry as XYZ:
```
64
C18H26F5O15, DFT ωB97M-V with the def2-TZVPD basis set
F 0.56 1.15 -1.29
C 2.13 1.65 1.38
C 3.06 2.63 0.50
O 4.30 2.13 0.67
C 4.38 1.17 1.53
O 5.40 0.76 1.94
O 3.15 0.89 1.98
F 2.97 3.95 0.82
H 1.36 1.23 0.72
H 1.79 2.26 2.13
H 2.90 2.46 -0.56
C 0.87 3.70 -3.90
C 2.41 3.48 -3.64
O 2.74 4.42 -2.70
C 1.73 5.11 -2.34
O 1.80 6.04 -1.44
O 0.64 4.79 -2.95
F 3.17 3.83 -4.68
H 0.24 3.04 -3.40
H 0.64 3.71 -5.01
H 2.45 2.37 -3.34
C 2.94 -0.85 -1.80
C 2.19 -1.63 -0.66
O 3.16 -2.40 -0.02
C 4.41 -1.96 -0.41
O 5.43 -2.42 -0.07
O 4.29 -1.01 -1.45
F 1.15 -2.32 -1.03
H 2.75 0.11 -1.85
H 2.57 -1.19 -2.74
H 1.78 -0.95 0.02
C -1.98 3.31 -1.12
C -2.29 2.24 -0.11
O -3.70 1.83 -0.39
C -4.21 2.62 -1.34
O -5.27 2.45 -1.90
O -3.35 3.65 -1.72
F -2.05 2.49 1.25
H -1.37 2.91 -1.80
H -1.57 4.13 -0.59
H -1.71 1.37 -0.44
C -3.87 -6.37 3.14
O -3.24 -5.54 2.04
C -4.09 -4.52 1.52
C -3.31 -3.74 0.50
O -2.47 -3.05 1.17
C -1.75 -2.00 0.47
C -0.99 -1.09 1.50
O -0.16 -1.89 2.26
C 0.58 -1.12 3.19
H -4.11 -5.80 4.09
H -3.03 -7.31 3.20
H -5.01 -6.63 2.46
H -4.50 -3.87 2.23
H -4.97 -5.13 1.14
H -4.02 -3.20 0.03
H -2.99 -4.41 -0.32
H -2.47 -1.52 -0.19
H -1.28 -2.60 -0.37
H -1.90 -0.89 2.16
H -0.74 -0.16 1.04
H 1.37 -1.60 3.83
H 0.03 -0.43 3.90
H 1.06 -0.27 2.73
```

**Total charge**: -1
**Multiplicity**: 1
**Relative energy (zero: lowest compared OMol25 entry of this formula, charge and spin)**: 41.7 kJ/mol



C18H26FN3O4S2 | ωB97M-V with the def2-TZVPD basis set

Geometry as XYZ:
```
54
C18H26FN3O4S2, DFT ωB97M-V with the def2-TZVPD basis set
C -0.76 -5.58 2.22
C -1.24 -4.23 1.66
S -1.62 -4.35 -0.10
C -1.04 -2.79 -0.82
C -1.70 -1.49 -0.36
C -1.46 -0.35 -1.02
C -0.59 -0.21 -2.23
C 0.82 0.36 -1.92
C 1.91 -0.51 -2.56
C 3.33 -0.04 -2.23
N 4.03 -0.99 -1.36
C -2.09 0.92 -0.51
O -2.43 1.80 -1.25
C -2.28 1.05 0.97
C -2.22 2.41 1.61
C -1.30 2.53 2.85
C -2.04 2.53 4.20
F -0.29 1.58 2.83
C -2.54 -0.10 1.60
N -2.80 -0.20 3.01
C -2.01 -0.90 3.62
S -0.87 -1.44 4.56
C -2.63 -1.39 0.80
O -3.46 -2.20 1.12
H -1.60 -6.28 2.23
H -0.47 -5.42 3.26
H 0.07 -5.98 1.65
H -0.50 -3.45 1.85
H -2.13 -3.95 2.22
H 0.04 -2.69 -0.69
H -1.21 -2.90 -1.89
H -0.47 -1.15 -2.77
H -1.11 0.46 -2.92
H 1.00 0.54 -0.86
H 0.88 1.33 -2.42
H 1.79 -1.56 -2.28
H 1.80 -0.49 -3.65
H 3.32 0.96 -1.79
H 3.92 0.03 -3.15
H 3.47 -1.19 -0.54
H 4.86 -0.54 -0.99
H -1.81 3.09 0.85
H -3.21 2.80 1.84
H -0.81 3.50 2.77
H -3.02 2.09 4.08
H -2.17 3.55 4.56
H -1.48 1.93 4.92
C 3.55 4.52 -3.79
N 3.31 3.62 -2.63
O 2.19 3.17 -2.49
O 4.25 3.41 -1.90
H 2.63 4.62 -4.35
H 3.88 5.48 -3.40
H 4.33 4.07 -4.40
```

**Multiplicity**: 1



| no. | E (eV) | HOMO level (eV) |
| --- | --- | --- |
| 1 | -36339.3616 | -11.0 |
| 2 | -63382.4175 | -7.3 |
| 3 | -56131.2822 | -8.3 |